14
Properties=species:S:1:pos:R:3 method="wB97M-V/def2-TZVPD" total_charge=+1 e_above_lowest_kj_mol=101.12 multiplicity=2 e_tot_ev=-5775.38914 homo_lumo_gap_ev="10.787 / 9.633"
C 1.137 -0.620 -2.064
C 0.611 -0.935 -0.711
C -0.375 -0.142 -0.100
N -0.827 -0.161 1.142
C -1.003 1.047 1.930
H 0.404 0.071 -2.577
H 1.244 -1.532 -2.678
H 2.056 -0.037 -2.066
H 1.186 -1.526 0.037
H -0.792 0.637 -0.766
H -0.605 -0.983 1.697
H -1.139 1.825 1.130
H -0.053 1.277 2.429
H -1.845 1.078 2.596